Entry a
Density functional theory data (wB97M-V/def2-TZVPD) for a cluster of 2 separate species, C4H6F2O in total.

Output
Highest occupied orbital energy (alpha / beta) in Ha: -0.2916 / -0.2896
Total charge: 0
LUMO energy (alpha / beta) in eV: 0.9 / 0.1

Geometry (Å):
C1 -2.1799 -0.7610 0.1576
C2 -2.1744 -0.9858 -1.2805
C3 2.2725 0.3068 0.7089
C4 0.9711 0.9741 0.9089
O1 -1.3114 -0.3421 0.8512
F1 0.5547 1.8440 -0.1154
F2 0.7072 1.6535 1.9551
H1 -2.4855 0.0250 -1.6663
H2 -2.9513 -1.7224 -1.6348
H3 -1.2404 -1.2891 -1.7210
H4 2.1776 -0.7761 0.5036
H5 2.7686 0.6088 -0.2234
H6 2.8913 0.4643 1.5560

Here are the Mulliken charges for atoms 1 to 6, given in e: 0.11 -0.61 -0.88 0.59 -0.31 -0.30

***

Entry b
Density functional theory data (wB97M-V/def2-TZVPD) for a cluster of 2 separate species, C4H6F2O in total.

Output
Highest occupied orbital energy (alpha / beta) in Ha: -0.2870 / -0.3120
Total charge: 0
LUMO energy (alpha / beta) in eV: 0.6 / 0.9

Geometry (Å):
C1 3.0101 -0.2396 -0.2932
C2 2.1687 0.0129 0.6319
C3 -2.4826 0.7161 -0.1028
C4 -0.5048 -0.5143 0.1442
O1 -1.2298 0.4756 0.6088
F1 -0.2402 -0.5675 -1.2354
F2 -0.8077 -1.7422 0.6867
H1 4.1059 -0.3622 0.1091
H2 2.6055 -0.5587 -1.2343
H3 1.6729 0.3611 1.4913
H4 -3.2598 0.2631 0.3697
H5 -2.4947 0.3836 -1.1023
H6 -2.5435 1.7721 -0.0737

Here are the Mulliken charges for atoms 1 to 6, given in e: -0.59 -0.27 -0.78 0.51 -0.28 -0.24

***

Entry c
Density functional theory data (wB97M-V/def2-TZVPD) for the molecule C4H6F2O.

Output
Highest occupied orbital energy in Ha: -0.3768
Total charge: 0
LUMO energy in eV: 0.6

Geometry (Å):
O1 -1.0672 1.4797 -0.1856
C1 -0.5099 0.3043 0.1098
C2 0.9293 0.0487 -0.2841
F1 1.2382 -1.2281 -0.2589
F2 2.0871 0.6775 0.4286
C3 -1.4200 -0.5467 0.9689
C4 -1.4080 -0.7191 -0.5628
H1 -0.8655 1.5930 -1.2301
H2 1.0093 0.5272 -1.2205
H3 -0.9592 -1.3987 1.4926
H4 -2.3771 0.0887 1.3222
H5 -1.3093 -1.9196 -0.8600
H6 -2.4360 -0.2961 -0.9383

Here are the Mulliken charges for atoms 1 to 6, given in e: -0.52 0.19 0.39 -0.22 -0.35 -0.55

***

Which of them is the least stable? Correct choice: entry b.

***

Entry a
Density functional theory data (wB97M-V/def2-TZVPD) for a structure of composition C4H6NO2.

Output
Highest occupied orbital energy in Ha: -0.5342
Total charge: +1
LUMO energy in eV: -4.4

Geometry (Å):
C1 -1.1797 -0.4426 -0.0056
C2 -0.7851 0.8571 -0.1226
C3 -2.5738 0.0448 0.1298
C4 0.2684 1.8147 -0.2849
N1 -0.6292 -1.7716 -0.0303
O1 -3.6003 -0.4459 0.3466
O2 -2.0837 1.3642 -0.0496
H1 -0.1047 2.3451 -1.0841
H2 1.3613 1.4572 -0.1302
H3 0.2350 2.5400 0.4582
H4 0.3198 -1.5419 -0.3612
H5 -1.1597 -2.5427 -0.6012
H6 -0.3899 -2.0613 0.9419

Here are the Mulliken charges for atoms 1 to 6, given in e: -0.54 0.90 0.47 -1.07 -0.26 -0.40

***

Entry b
Density functional theory data (wB97M-V/def2-TZVPD) for the ion C4H6NO2 with charge +1.

Output
Highest occupied orbital energy in Ha: -0.5147
Total charge: +1
LUMO energy in eV: -4.2

Geometry (Å):
C1 -0.8066 0.0244 -0.0475
C2 0.3939 0.5584 0.0710
C3 -0.9543 2.2130 0.1892
C4 1.7352 -0.1008 -0.0172
N1 -1.1645 -1.4500 -0.1227
O1 -1.8465 2.9515 0.1509
O2 0.2369 1.9448 0.0176
H1 2.1652 -0.2923 0.9692
H2 2.5108 0.5918 -0.4064
H3 1.5928 -0.8092 -0.7826
H4 -0.4145 -2.2035 -0.1993
H5 -1.9089 -1.7858 -0.7052
H6 -1.5396 -1.6424 0.8831

Here are the Mulliken charges for atoms 1 to 6, given in e: -0.86 0.78 0.68 -1.20 -0.31 -0.21

***

Which of them is the least stable? Correct choice: entry b.

***

Entry a
Density functional theory data (wB97M-V/def2-TZVPD) for a cluster of 2 separate species, C4H11NO in total.

Output
Expectation value of S²: 0.754
Highest occupied orbital energy (alpha / beta) in Ha: -0.5525 / -0.5523
Total charge: +1
LUMO energy (alpha / beta) in eV: -3.5 / -8.5
Spin multiplicity: 2

Geometry (Å):
N1 0.1526 -0.1285 1.6236
C1 -0.5367 1.1931 1.2126
C2 -1.4932 0.8214 0.1382
C3 -1.0639 -0.6254 -0.3989
C4 0.1190 -0.9981 0.4502
H1 -0.2718 -0.4898 2.4787
H2 -0.9138 1.6480 2.1263
H3 0.3236 1.7419 0.8112
H4 -2.5490 0.7944 0.4071
H5 -1.5103 1.3971 -0.7811
H6 -1.8458 -1.3852 -0.3367
H7 -0.9850 -0.4925 -1.4708
H8 0.0897 -2.0445 0.7648
H9 1.0831 -0.9228 -0.0741
H10 2.2927 -0.7317 -1.6787
H11 2.4301 0.5752 -1.9562
O1 2.2846 -0.2228 -2.4928

Here are the Mulliken charges for atoms 1 to 6, given in e: -0.05 -0.52 -0.44 -0.37 -0.24 0.37

***

Entry b
Density functional theory data (wB97M-V/def2-TZVPD) for a cluster of 2 separate species, C4H11NO in total.

Output
Expectation value of S²: 0.765
Highest occupied orbital energy (alpha / beta) in Ha: -0.5430 / -0.5430
Total charge: +1
LUMO energy (alpha / beta) in eV: -3.2 / -7.0
Spin multiplicity: 2

Geometry (Å):
C1 0.7149 0.0735 1.6547
C2 -0.4645 -0.3939 0.8652
C3 -1.6546 -0.8689 1.4276
C4 -1.1717 -0.9894 -1.3990
N1 -0.3136 -0.3323 -0.4222
H1 1.5352 -0.6371 1.5839
H2 1.0058 1.0321 1.2446
H3 0.4902 0.2537 2.7041
H4 -1.6954 -0.8352 2.5133
H5 -2.3935 -1.3645 0.8230
H6 -1.2617 -2.0484 -1.1608
H7 -2.1872 -0.6015 -1.2850
H8 -0.8630 -0.8401 -2.4223
H9 0.5330 0.0668 -0.8160
H10 3.2816 2.5085 -2.1339
H11 2.1095 2.6173 -1.1382
O1 2.3352 2.3596 -2.0390

Here are the Mulliken charges for atoms 1 to 6, given in e: -1.23 1.15 -0.91 -1.02 -0.07 0.34

***

Entry c
Density functional theory data (wB97M-V/def2-TZVPD) for a cluster of 2 separate species, C4H11NO in total.

Output
Expectation value of S²: 0.788
Highest occupied orbital energy (alpha / beta) in Ha: -0.5629 / -0.5628
Total charge: +1
LUMO energy (alpha / beta) in eV: -4.7 / -10.1
Spin multiplicity: 2

Geometry (Å):
C1 -1.3799 -1.2038 0.5423
C2 -1.8624 -0.0454 1.3857
O1 -2.9242 -0.0022 2.0454
N1 -1.0245 0.9842 1.5830
H1 -1.8955 -2.0882 0.9523
H2 -0.3140 -1.2799 0.6740
H3 -1.1910 1.5339 2.4170
H4 -0.1459 0.9671 1.0830
H5 -1.6399 -1.0136 -0.5143
C3 1.4914 -0.5133 -1.2003
C4 1.6353 1.0608 -1.4133
H6 0.4097 -0.6448 -1.3032
H7 1.9559 -1.1761 -1.9140
H8 1.7261 -0.6897 -0.1532
H9 1.7029 1.3297 -2.4586
H10 2.5969 1.2887 -0.9385
H11 0.8590 1.4926 -0.7872

Here are the Mulliken charges for atoms 1 to 6, given in e: -0.96 0.71 -0.30 -0.06 0.34 0.39

***

Which of them is the least stable? Correct choice: entry c.

***

Entry a
Density functional theory data (wB97M-V/def2-TZVPD) for a cluster of 2 separate species, C19H23N2 in total.

Output
Highest occupied orbital energy in Ha: -0.4024
Total charge: +1
LUMO energy in eV: -4.5

Geometry (Å):
C1 -1.8772 1.5257 1.9393
N1 -0.7217 0.6945 2.2191
C2 0.3259 0.4730 1.3411
C3 0.2960 0.6099 -0.1038
N2 1.2209 -0.2786 2.0845
C4 2.5344 -0.6907 1.6319
C5 0.6797 -0.6487 3.3164
C6 -0.5601 -0.0263 3.4028
C7 -1.4256 -0.2652 4.4717
C8 -0.9920 -1.1594 5.4634
C9 0.2594 -1.7883 5.3750
C10 1.1188 -1.5434 4.2927
H1 -2.6189 1.3681 2.7265
H2 -1.5908 2.5858 1.9289
H3 -2.3180 1.2666 0.9719
H4 1.3523 0.7421 -0.4347
H5 -0.2719 1.5438 -0.3272
H6 2.9325 -1.4213 2.3393
H7 2.4794 -1.1447 0.6386
H8 3.2125 0.1714 1.5924
H9 -2.4037 0.2306 4.5126
H10 -1.6442 -1.3854 6.3295
H11 0.5598 -2.4938 6.1742
H12 2.0963 -2.0313 4.1964
C11 -1.7478 -0.4738 -1.6007
C12 -0.3242 -0.3829 -2.0600
C13 0.4917 -1.6161 -1.7534
C14 -0.0549 0.3281 -3.2994
C15 1.2737 0.4177 -3.8221
C16 1.5491 1.1817 -4.9533
C17 0.5289 1.8516 -5.6300
C18 -0.7771 1.7655 -5.1535
C19 -1.0781 1.0224 -4.0190
H13 -2.2222 0.5146 -1.6682
H14 -2.3865 -1.1738 -2.1752
H15 -1.7600 -0.8021 -0.5517
H16 1.5374 -1.5182 -2.0926
H17 0.4793 -1.7685 -0.6593
H18 0.1029 -2.5549 -2.2193
H19 2.0883 -0.1002 -3.3032
H20 2.5783 1.2471 -5.2940
H21 0.7682 2.4845 -6.4775
H22 -1.5766 2.2861 -5.6659
H23 -2.1142 0.9567 -3.6841

Here are the Mulliken charges for atoms 1 to 6, given in e: -0.80 0.13 0.51 -1.73 0.12 -0.78

***

Entry b
Density functional theory data (wB97M-V/def2-TZVPD) for a cluster of 2 separate species, C19H23N2 in total.

Output
Highest occupied orbital energy in Ha: -0.4191
Total charge: +1
LUMO energy in eV: -5.1

Geometry (Å):
C1 1.8129 5.2402 -1.1868
C2 1.8060 3.7945 -0.8087
C3 1.9955 2.8396 -1.8180
C4 1.8675 1.4964 -1.5387
C5 1.5725 1.0424 -0.2141
C6 1.2916 -0.3327 -0.0597
C7 1.4019 -1.1107 1.1302
C8 1.9733 -2.4164 1.0255
C9 2.0127 -3.2723 2.1143
C10 1.5461 -2.8361 3.3640
C11 1.0391 -1.5365 3.5080
C12 0.9349 -0.6920 2.4056
C13 1.5970 2.0161 0.8332
C14 1.6274 3.3671 0.5170
H1 1.5158 5.8655 -0.3401
H2 2.7977 5.5730 -1.5483
H3 1.0972 5.3972 -2.0044
H4 2.2082 3.1717 -2.8368
H5 1.9982 0.7472 -2.3222
H6 1.1051 -0.8810 -0.9863
H7 2.3749 -2.7223 0.0549
H8 2.4048 -4.2850 1.9931
H9 1.6106 -3.4990 4.2269
H10 0.7157 -1.1787 4.4881
H11 0.4625 0.2840 2.5038
H12 1.5774 1.6938 1.8731
H13 1.5050 4.1223 1.2976
C15 -1.0988 -3.1132 -0.0602
C16 -1.8534 -1.9337 -0.6228
N1 -1.2914 -0.7764 -0.6901
C17 -2.0373 0.2398 -1.4216
C18 -3.5289 0.2201 -1.1574
C19 -4.1136 -1.1704 -1.3331
N2 -3.1165 -2.1846 -1.0455
H14 -1.7771 -3.9462 0.1368
H15 -0.3200 -3.4347 -0.7660
H16 -0.6227 -2.8154 0.8800
H17 -1.5843 1.1818 -1.0985
H18 -1.9048 0.1384 -2.5174
H19 -3.7099 0.5516 -0.1309
H20 -4.0297 0.9136 -1.8369
H21 -4.9606 -1.3089 -0.6503
H22 -4.4886 -1.3017 -2.3553
H23 -3.4142 -3.1484 -1.0020

Here are the Mulliken charges for atoms 1 to 6, given in e: -1.41 1.09 -0.68 -0.51 1.03 -0.55

***

Which of them is the least stable? Correct choice: entry a.

***

Entry a
Density functional theory data (wB97M-V/def2-TZVPD) for a cluster of 3 separate species, C3H9NO2 in total.

Output
Expectation value of S²: 0.754
Highest occupied orbital energy (alpha / beta) in Ha: -0.0219 / -0.0761
Total charge: -1
LUMO energy (alpha / beta) in eV: 3.4 / 3.3
Spin multiplicity: 2

Geometry (Å):
C1 -1.1949 0.7789 0.6148
C2 -1.7271 1.4377 -0.4412
C3 0.1031 -1.2188 0.0753
N1 -0.9008 -0.5312 0.6650
H1 -0.9487 1.3916 1.5050
H2 -1.8745 0.8920 -1.3625
H3 -2.0786 2.4694 -0.3910
H4 1.1416 -1.1651 0.4326
H5 -0.1410 -2.1035 -0.5249
H6 1.5775 -4.3824 -0.4753
H7 1.9611 -4.2966 -1.9440
O1 1.9205 -3.7692 -1.1389
H8 0.7941 3.4467 0.2235
H9 0.2878 3.4226 1.6347
O2 1.0798 3.6279 1.1268

Here are the Mulliken charges for atoms 1 to 6, given in e: -0.07 -0.89 -0.65 -0.50 0.19 0.31

***

Entry b
Density functional theory data (wB97M-V/def2-TZVPD) for a cluster of 2 separate species, C3H9NO2 in total.

Output
Expectation value of S²: 0.750
Highest occupied orbital energy (alpha / beta) in Ha: 0.0506 / -0.2242
Total charge: -1
LUMO energy (alpha / beta) in eV: 3.4 / 3.6
Spin multiplicity: 2

Geometry (Å):
C1 0.2651 1.0227 -0.7635
N1 0.8812 -0.1926 -0.7673
C2 1.4524 -0.8024 0.4260
C3 2.4108 0.0860 1.1961
O1 -0.1364 1.5772 -1.7635
H1 0.1115 1.3854 0.2561
H2 1.0444 -0.5583 -1.6769
H3 2.0618 -1.6548 0.0824
H4 0.6487 -1.2066 1.0466
H5 2.6906 -0.1973 2.2035
H6 2.0120 1.0996 1.2964
H7 3.3468 0.2254 0.6459
H8 -5.9141 0.4579 -0.5553
H9 -5.5567 -1.0598 -0.6489
O2 -5.3180 -0.1823 -0.9778

Here are the Mulliken charges for atoms 1 to 6, given in e: -0.87 0.57 -2.29 -1.81 -0.25 0.24

***

Which of them is the least stable? Correct choice: entry a.

***

Entry a
Density functional theory data (wB97M-V/def2-TZVPD) for the ion C5H10NO2S with charge +1.

Output
Highest occupied orbital energy in Ha: -0.5442
Total charge: +1
LUMO energy in eV: -4.6

Geometry (Å):
C1 -0.5786 -1.1159 1.9561
N1 -0.1301 -0.0353 1.0116
C2 1.0806 0.0386 0.6594
C3 1.6538 0.7202 -0.4707
S1 0.6124 -0.2252 -1.8005
O1 1.0538 0.3953 -3.0153
O2 0.7148 -1.5979 -1.3241
C4 -1.0602 0.3363 -1.2330
C5 -1.1144 0.7468 0.2194
H1 0.3181 -1.7196 2.0787
H2 -1.2975 -1.6618 1.3952
H3 -0.9546 -0.6078 2.8360
H4 1.7584 -0.6622 1.1409
H5 1.3144 1.8300 -0.6350
H6 2.7124 0.6096 -0.5694
H7 -1.7554 -0.5196 -1.4579
H8 -1.2863 1.1295 -1.8112
H9 -0.8694 1.8256 0.2571
H10 -2.1724 0.5133 0.7629

Here are the Mulliken charges for atoms 1 to 6, given in e: -0.78 0.15 0.26 -0.92 1.13 -0.56

***

Entry b
Density functional theory data (wB97M-V/def2-TZVPD) for the ion C5H10NO2S with charge +1.

Output
Highest occupied orbital energy in Ha: -0.5790
Total charge: +1
LUMO energy in eV: -4.6

Geometry (Å):
C1 -2.6804 0.7192 -0.3552
C2 -2.0133 -0.2647 0.2442
S1 -0.5815 -0.0205 1.2810
O1 -0.5409 1.3902 1.6510
O2 -0.1438 -1.0588 2.2047
N1 0.7896 -0.1135 -0.0058
C3 0.5724 -1.2252 -0.9587
C4 2.0990 0.2863 0.5662
C5 1.4021 1.0963 -0.4141
H1 -3.4496 0.5126 -1.1035
H2 -2.7302 1.7605 -0.1395
H3 -2.0788 -1.3382 0.1753
H4 -0.0522 -0.9812 -1.7420
H5 1.5457 -1.6131 -1.4570
H6 0.2177 -2.0523 -0.4520
H7 2.8551 -0.3841 0.1371
H8 2.2595 0.3563 1.7069
H9 0.7730 1.8544 0.1025
H10 1.7567 1.0756 -1.4412

Here are the Mulliken charges for atoms 1 to 6, given in e: -0.63 -0.11 1.08 -0.60 -0.54 0.10

***

Which of them is the least stable? Correct choice: entry b.